The following is a quantum chemistry calculation of C15H10N6PtS6 as an isolated structure, from the Open Molecules 2025 dataset.

XYZ file:
```
38
C15H10N6PtS6, DFT ωB97M-V/def2-TZVPD
Pt -0.0394 0.9839 -0.6492
S 0.5996 -3.3898 5.4066
N -0.7137 -2.9905 4.5599
C -0.3115 -2.1979 3.5793
C -1.1647 -1.6064 2.5659
C -2.5425 -1.8147 2.4873
C -3.2480 -1.1995 1.4767
C -2.5737 -0.3883 0.5653
N -1.2633 -0.1899 0.6324
C -0.5581 -0.7880 1.6165
C 0.8799 -0.5421 1.6263
N 1.3644 0.2552 0.6440
C 2.6725 0.4826 0.5875
C 3.5585 -0.0544 1.5188
C 3.0803 -0.8580 2.5286
C 1.7102 -1.1150 2.5853
C 1.0865 -1.9584 3.5886
N 1.7162 -2.5748 4.5760
H -3.0269 -2.4494 3.2162
H -4.3157 -1.3294 1.3792
H -3.0899 0.1456 -0.2231
H 3.0059 1.1054 -0.2329
H 4.6115 0.1674 1.4282
H 3.7357 -1.2980 3.2676
S 1.7145 -0.7731 -7.0162
C 1.3269 0.3058 -5.8379
S 0.2919 1.6753 -6.0814
C 0.3398 2.3638 -4.4650
C 1.1271 1.6642 -3.6012
S 1.4736 2.1139 -1.9511
S 1.9436 0.2432 -4.2301
S -0.6387 3.7438 -4.1489
N -2.7394 2.0390 -1.3944
N -1.4749 1.6289 -1.9622
H -3.2386 2.5084 -2.1515
H -2.5043 2.7797 -0.7391
H -1.1227 2.4345 -2.5299
H -1.6727 0.8770 -2.6223
```

The calculation puts the LUMO energy at -0.0668 hartree. The value obtained for the calculated total energy is -3414.64615 Eh. The value obtained for the strongest force on any atom is 0.009 Eh/bohr.